1.
Density functional theory data (ωB97M-V with the def2-TZVPD basis set) for a structure of composition C28H58AlO18P4 in a non-equilibrium geometry.

Last column: Löwdin charge in e.
Atoms and positions in Å:
1 C 8.26110 0.63229 0.10825  0.030
2 C 7.60255 1.66581 0.09227  -0.142
3 C 6.68780 2.89545 -0.27001  -0.188
4 C 5.51444 2.40230 -1.25038  -0.193
5 C 4.11635 3.11709 -0.94289  -0.156
6 C 2.91462 2.25638 -1.54107  -0.349
7 O 3.49063 1.70455 -2.74834  -0.296
8 Al 3.32647 3.17677 -3.92109  0.216
9 O 2.16492 4.17748 -2.82449  -0.311
10 C 1.60445 3.05997 -2.06335  -0.361
11 C 0.65253 3.66442 -0.95908  -0.125
12 C -0.72888 2.90120 -0.73311  -0.205
13 C -0.81760 1.45321 -1.36522  -0.168
14 C -2.25291 0.78996 -1.14322  -0.196
15 C -3.13829 1.19751 -0.01057  -0.059
16 C -4.50056 0.52386 0.15868  -0.078
17 C -4.95362 -0.55960 -0.77078  -0.073
18 C -4.04148 -0.96270 -1.91732  -0.065
19 C -2.71754 -0.27979 -2.06967  -0.047
20 H 8.70128 -0.33186 0.44784  0.020
21 H 7.37077 3.68294 -0.74875  0.084
22 H 6.27230 3.32652 0.69912  0.100
23 H 5.87309 2.54951 -2.30370  0.078
24 H 5.37876 1.29690 -1.02930  0.114
25 H 4.20193 4.16483 -1.35149  0.112
26 H 4.05718 3.22170 0.19257  0.104
27 H 2.59229 1.54271 -0.71930  0.130
28 H 4.66005 3.86929 -4.43545  -0.085
29 H 2.28750 2.61940 -5.01994  -0.074
30 H 1.18681 2.42494 -2.89950  0.098
31 H 0.38599 4.71433 -1.31199  0.113
32 H 1.17020 3.82182 0.04303  0.112
33 H -0.85768 2.79088 0.39642  0.092
34 H -1.62731 3.48671 -1.10337  0.115
35 H -0.00197 0.75508 -1.00993  0.119
36 H -0.70112 1.54587 -2.48523  0.111
37 H -2.79089 1.99150 0.70209  0.085
38 H -5.17458 0.85609 1.00384  0.084
39 H -5.94811 -1.05092 -0.61916  0.083
40 H -4.33727 -1.76904 -2.63799  0.080
41 H -2.04038 -0.55836 -2.92079  0.100
42 C -5.81006 0.64766 5.85732  -0.136
43 O -6.61409 -0.49763 5.57575  -0.265
44 P -6.05550 -1.44441 4.26057  0.685
45 O -6.66669 -0.48170 3.26625  -0.270
46 O -7.15367 -2.60452 4.65058  -0.265
47 C -7.09255 -3.17145 5.95778  -0.132
48 O -5.46199 -2.38331 2.98338  -0.250
49 C -4.89770 -3.65164 3.31760  -0.117
50 H -6.24511 1.17350 6.70737  0.085
51 H -4.79544 0.33818 6.11385  0.078
52 H -5.78663 1.31950 4.99706  0.080
53 H -7.85458 -2.70918 6.58867  0.086
54 H -6.11029 -3.02785 6.41372  0.080
55 H -7.29132 -4.24080 5.88659  0.085
56 H -5.69216 -4.39816 3.39952  0.073
57 H -4.33773 -3.60192 4.25340  0.085
58 H -4.21830 -3.95074 2.51924  0.096
59 C -1.82646 -1.17751 1.99084  -0.115
60 O -1.27437 -1.33626 3.30475  -0.262
61 P 0.05201 -2.40555 3.38685  0.667
62 O -0.80497 -3.64640 3.36867  -0.275
63 O 0.32887 -1.92803 4.93522  -0.264
64 C 0.50182 -0.53411 5.18462  -0.134
65 O 1.49894 -3.30123 3.36467  -0.241
66 C 2.71227 -2.57739 3.57558  -0.132
67 H -2.65840 -0.47775 2.04400  0.069
68 H -1.06617 -0.77597 1.32004  0.079
69 H -2.19214 -2.13199 1.60757  0.087
70 H -0.42900 -0.11823 5.57563  0.083
71 H 0.78541 0.00541 4.27837  0.082
72 H 1.28827 -0.40527 5.92831  0.085
73 H 2.89358 -2.45995 4.64679  0.084
74 H 2.67394 -1.59675 3.09700  0.083
75 H 3.53640 -3.14553 3.14307  0.087
76 C 7.97103 2.62866 -4.81948  -0.123
77 O 8.16904 4.04412 -4.87500  -0.254
78 P 9.24806 4.65354 -3.70110  0.679
79 O 8.23002 4.61797 -2.59329  -0.246
80 O 9.21288 6.10882 -4.46427  -0.257
81 C 9.54699 6.14668 -5.84934  -0.137
82 O 10.48303 5.20815 -2.66399  -0.243
83 C 11.70414 5.61965 -3.27523  -0.144
84 H 7.27430 2.34792 -5.60856  0.092
85 H 8.91922 2.11249 -4.98239  0.076
86 H 7.55123 2.33828 -3.85505  0.072
87 H 8.63070 6.18945 -6.44124  0.090
88 H 10.12914 5.27143 -6.14771  0.076
89 H 10.13777 7.04223 -6.04388  0.083
90 H 11.62328 6.65827 -3.60554  0.084
91 H 11.95457 4.97972 -4.12458  0.077
92 H 12.50422 5.55033 -2.53687  0.083
93 C -7.01042 -5.58467 -3.70236  -0.134
94 O -6.55984 -6.24354 -2.51859  -0.260
95 P -6.57087 -5.26044 -1.11833  0.665
96 O -5.29204 -4.54985 -1.46974  -0.251
97 O -6.25490 -6.59126 -0.20784  -0.255
98 C -7.13898 -7.70446 -0.31792  -0.134
99 O -6.77666 -4.32366 0.27640  -0.245
100 C -7.80289 -4.69842 1.18637  -0.132
101 H -6.96988 -6.29463 -4.52843  0.086
102 H -8.04100 -5.24894 -3.57413  0.078
103 H -6.36873 -4.73226 -3.93378  0.081
104 H -6.69364 -8.45688 -0.97179  0.087
105 H -8.11186 -7.40868 -0.71777  0.077
106 H -7.28495 -8.13620 0.67223  0.086
107 H -7.42932 -5.47405 1.85993  0.082
108 H -8.68920 -5.05803 0.65847  0.079
109 H -8.07441 -3.82180 1.77655  0.091

Summary:
DFT total energy in Eh: -4063.5096
Net charge: -1
Lowest unoccupied orbital energy in eV: -1.017
E_HOMO in eV: -4.81
Kohn-Sham gap in Ha: 0.1392

2.
Density functional theory data (ωB97M-V with the def2-TZVPD basis set) for a structure of composition C28H58B3F2PRbV in a non-equilibrium geometry.

Last column: Löwdin spin population.
Atoms and positions in Å:
1 Rb 5.19636 -1.63705 -0.52699  0.003
2 V 1.36270 -1.22505 2.48326  2.777
3 C -3.84771 2.39552 1.25837  0.000
4 C -4.13538 1.47335 0.04648  0.000
5 C -2.86391 1.08057 -0.63145  0.000
6 C -3.21823 0.24264 -1.92280  0.000
7 P -2.58217 -1.46872 -1.83927  0.000
8 C -3.31317 -2.52669 -3.13293  0.000
9 C -4.83863 -2.65495 -3.11242  0.000
10 C -5.42038 -2.86537 -4.52900  0.000
11 C -5.10503 -4.14038 -5.22587  0.000
12 C -3.04076 -2.25550 -0.22965  0.000
13 C -2.65211 -3.77154 -0.07309  0.001
14 C -3.05191 -4.22726 1.33822  0.000
15 C -2.33271 -5.45726 1.81972  0.000
16 C -0.72507 -1.64483 -2.19331  0.001
17 C 0.13414 -0.63154 -1.43138  0.004
18 C 1.47710 -0.38850 -2.06437  0.000
19 C 1.27244 0.56086 -3.21433  0.000
20 H -3.39668 3.27877 0.80609  0.000
21 H -3.18459 1.86643 1.94279  0.000
22 H -4.68788 2.50702 1.94378  0.000
23 H -4.78278 1.89340 -0.72328  0.000
24 H -4.65619 0.58115 0.39408  0.000
25 H -2.16797 0.61434 0.06598  0.001
26 H -2.39475 2.04593 -0.82138  0.000
27 H -2.62985 0.60002 -2.76790  0.000
28 H -4.26172 0.15095 -2.22417  0.000
29 H -2.86977 -3.50777 -2.96272  0.000
30 H -2.92466 -2.09087 -4.05337  0.000
31 H -5.31018 -1.80298 -2.62264  0.000
32 H -5.07028 -3.46599 -2.42203  0.000
33 H -4.99465 -2.11014 -5.18968  0.000
34 H -6.49606 -2.70592 -4.45413  0.000
35 H -4.03129 -4.24705 -5.38019  0.000
36 H -5.63654 -4.36951 -6.14950  0.000
37 H -5.36693 -4.91008 -4.49987  0.000
38 H -4.12463 -2.14006 -0.23154  0.000
39 H -2.50656 -1.65341 0.50535  0.001
40 H -1.56350 -3.80345 -0.11789  0.001
41 H -3.16954 -4.41347 -0.78604  0.000
42 H -4.14131 -4.23322 1.37392  0.000
43 H -2.75624 -3.36143 1.93068  0.000
44 H -2.63960 -5.88778 2.77291  0.000
45 H -1.27929 -5.22746 1.97972  0.000
46 H -2.27830 -6.24369 1.06695  0.000
47 H -0.63474 -1.43712 -3.25952  0.000
48 H -0.33054 -2.66083 -2.20677  0.000
49 H 0.19794 -1.09240 -0.44566  0.005
50 H -0.46533 0.27232 -1.32297  0.000
51 H 1.94145 -1.33708 -2.33399  0.000
52 H 2.00525 0.15104 -1.27820  0.000
53 H 0.85896 1.53398 -2.94944  0.000
54 H 0.69403 0.16569 -4.04942  0.000
55 H 2.26772 0.64097 -3.65147  0.000
56 B 1.15439 -3.28740 1.28191  0.042
57 H 0.32744 -2.68009 1.61596  0.009
58 H 2.07236 -2.81535 1.59614  0.005
59 H 1.16389 -4.30982 1.62658  0.003
60 H 1.16471 -3.29671 0.20300  0.007
61 B 2.55448 -1.60167 4.37500  0.039
62 H 2.17735 -0.63322 4.08499  0.012
63 H 1.78979 -2.33799 4.18179  -0.003
64 H 3.27041 -1.92188 3.63395  0.016
65 H 2.92272 -1.65730 5.38769  0.005
66 B 2.82571 -0.23469 1.19335  0.041
67 H 3.16650 -1.17224 1.60459  -0.001
68 H 1.82868 -0.39491 0.81323  0.008
69 H 2.83214 0.43139 2.04219  0.017
70 H 3.57126 0.11977 0.49855  0.002
71 F 2.98328 2.40331 4.88185  0.001
72 C 2.99839 3.67007 4.62836  0.000
73 C 3.55345 4.68518 5.41684  0.000
74 C 3.49743 5.98296 4.97902  0.000
75 C 2.83145 6.23475 3.74322  0.000
76 C 2.33881 5.23422 2.91599  0.000
77 C 2.50774 3.92834 3.35476  0.000
78 H 4.03741 4.57163 6.37563  0.000
79 H 3.67772 6.76618 5.70046  0.000
80 H 2.67418 7.22847 3.35055  0.000
81 H 1.94007 5.41557 1.92882  0.000
82 H 2.31564 3.00048 2.83651  0.001
83 F 4.43747 6.87426 -1.42892  0.000
84 C 4.89201 5.64109 -1.02534  0.000
85 C 5.44443 4.79504 -1.99985  0.000
86 C 5.91514 3.51763 -1.68100  0.000
87 C 5.65889 3.03250 -0.42162  0.000
88 C 5.00735 3.85701 0.53530  0.000
89 C 4.63483 5.17826 0.23822  0.000
90 H 5.40505 5.30102 -2.95318  0.000
91 H 6.39266 2.93530 -2.45512  0.000
92 H 5.75467 1.99585 -0.13422  0.000
93 H 4.65126 3.32248 1.40355  0.000
94 H 4.10036 5.76154 0.97341  0.000

Summary:
DFT total energy in Eh: -2684.8443
Net charge: +1
Lowest unoccupied orbital energy (alpha / beta) in eV: -3.045 / -3.051
E_HOMO (alpha / beta) in eV: -9.91 / -10.43
Kohn-Sham gap (alpha / beta) in Ha: 0.2523 / 0.2713
Multiplicity: 4

Q: DFT total energy of number 2 (C28H58B3F2PRbV)?
A: -2684.8443 Eh